[1]
Entry from OMol25: a structure of composition C53H64GeN2P2RhSSi4 (ωB97M-V/def2-TZVPD).

Structure (XYZ):
```
128
Properties=species:S:1:pos:R:3:forces:R:3
Rh -0.17096 -0.21806 -0.10222 -0.2 0.1 -0.7
Ge 0.29146 2.21723 0.18548 -0.1 -0.2 0.5
S -0.47060 -5.13554 -1.65825 0.0 0.0 0.0
P 2.09685 -1.16657 -0.29495 0.1 -0.1 0.4
P -2.47753 -1.00370 -0.09973 0.1 -0.2 0.5
Si -1.49518 3.99171 0.77401 0.1 0.0 -0.2
Si 0.87767 4.18032 -3.32364 0.1 0.0 0.0
Si 1.99370 3.67459 1.48531 -0.1 0.0 -0.1
Si -0.08600 -0.19839 2.22677 0.0 -0.1 -0.5
N -0.28147 -3.02305 -0.15961 0.0 -0.1 -0.1
N -0.47786 -2.58403 -2.46526 -0.2 -0.2 0.0
C -0.30253 -6.56785 0.76034 0.0 0.0 0.0
C 3.81672 -1.66921 1.83832 0.0 -0.1 0.0
C -4.43215 -1.48584 3.45376 0.0 0.0 0.0
C -0.38833 -3.42251 -1.39680 0.0 0.1 0.1
C 4.15799 -1.92201 3.15457 0.0 0.0 0.0
C 4.10343 1.90620 -2.15243 0.0 0.0 0.0
C 4.68252 -0.64895 -1.25401 0.0 0.0 0.1
C -0.23548 -4.12948 0.69843 -0.2 0.1 0.0
C 1.53186 -1.15518 2.47559 0.1 0.0 0.1
C 3.38330 -0.15074 -1.10269 0.0 0.0 0.0
C 2.53374 -2.81284 -0.94961 0.0 0.0 -0.1
C -0.61882 3.15688 -3.82855 -0.1 -0.1 0.0
C 1.46879 4.36121 3.13418 0.0 0.1 0.0
C -0.10946 -5.28194 2.79266 0.0 0.0 0.0
C -3.15493 0.56865 -2.23486 0.0 0.0 0.0
C -4.52909 -4.87833 -1.55053 0.0 0.0 0.0
C 2.28897 3.84681 -4.50658 0.0 0.0 -0.1
C -2.83911 -1.04518 1.68603 0.0 0.0 0.0
C -0.18987 -6.51276 2.13769 0.0 0.0 0.0
C -3.77051 -2.63708 -1.97984 0.0 -0.1 0.0
C 2.69052 -3.92602 -0.12914 0.1 0.0 0.0
C -0.87484 5.73094 0.90348 0.0 0.2 0.1
C 1.90008 -1.44035 3.79834 -0.1 0.0 0.1
C -2.40866 3.80716 -0.83425 -0.1 0.1 -0.1
C -0.32558 -5.36920 0.05841 -0.1 0.0 0.0
C 2.42465 5.07221 0.33775 0.1 0.0 -0.1
C -1.81045 -0.87371 2.62456 0.0 0.0 0.2
C -3.48048 0.27284 -0.90833 0.1 0.2 0.0
C 3.11592 -4.16148 -2.86714 0.0 0.0 0.0
C -3.25877 -2.55114 -0.68573 0.0 0.1 -0.1
C -4.40020 -3.79649 -2.40901 0.0 0.0 0.0
C -5.36628 1.76421 -1.07129 0.0 0.0 0.0
C 5.67915 0.12924 -1.81699 0.0 0.0 0.0
C -5.05460 2.02671 -2.39965 0.0 0.0 0.0
C -2.13601 -1.02785 3.97907 0.0 0.0 0.0
C -3.42089 -1.33670 4.39421 0.0 0.0 0.0
C 3.28107 -5.26667 -2.03992 0.0 0.0 0.0
C -0.13377 -4.09201 2.08702 -0.1 -0.1 0.0
C -4.13580 -1.35218 2.10874 0.0 -0.1 0.0
C 2.74353 -2.94308 -2.32442 0.0 0.0 0.0
C 0.50721 6.01308 -3.25606 -0.1 0.1 0.0
C 3.06526 -5.14730 -0.67589 0.0 0.0 0.0
C 3.18196 -1.83481 4.13984 0.0 0.0 0.0
C 5.39463 1.41610 -2.25812 0.0 0.0 0.0
C -4.01825 -4.80141 -0.26227 0.0 0.0 0.0
C -3.38503 -3.64651 0.16977 0.1 -0.1 -0.1
C -3.94164 1.43458 -2.98036 0.0 0.0 0.0
C 0.13677 1.14679 3.49333 -0.1 0.1 0.1
C 3.40239 2.47513 1.68876 0.0 -0.2 0.1
C 2.51296 -1.31109 1.48366 0.1 0.0 0.0
C 3.10465 1.12277 -1.58827 0.0 0.0 0.0
C -4.58206 0.89640 -0.32412 0.0 0.0 0.0
C -2.48375 3.47253 2.25240 -0.1 -0.1 0.0
H -1.54390 3.73487 -3.76947 0.0 0.0 0.0
H 1.09426 1.63870 3.36235 0.1 0.1 0.0
H 3.29221 -4.24670 -3.93226 0.0 0.0 0.0
H 3.42566 -2.05301 5.17216 0.0 0.0 0.0
H -4.91572 -1.52823 1.37762 0.0 0.0 0.0
H 2.52027 -3.85553 0.93740 0.0 0.0 0.0
H -1.73873 6.36784 0.67605 0.0 0.0 0.0
H 3.18993 -6.00496 -0.02691 0.0 0.0 0.0
H -0.16503 -7.43146 2.70900 0.0 0.0 0.0
H 4.57595 -1.77236 1.07518 0.0 0.0 0.0
H -4.11214 -5.64195 0.41364 0.0 0.0 0.0
H 3.16746 4.45964 -4.29579 0.0 0.0 0.0
H -5.03326 -5.77745 -1.88110 0.0 0.0 0.0
H 1.91233 5.99302 0.61819 0.1 -0.1 0.0
H -0.34859 -2.97408 -3.38408 0.0 0.0 0.0
H -2.36304 2.82605 -1.30273 0.0 0.0 0.1
H 0.15647 0.68519 4.48643 0.0 0.1 0.0
H 0.45794 4.76858 3.17311 0.1 -0.1 0.0
H 2.23065 4.85830 -0.71651 0.0 0.0 0.0
H -0.48559 2.82605 -4.86365 0.0 0.0 0.0
H -1.36896 -0.90788 4.73765 0.0 0.0 0.0
H 1.59729 3.66550 3.95799 0.0 -0.1 0.0
H 1.94344 4.10628 -5.51484 0.0 0.0 0.0
H -0.75017 2.26176 -3.21127 0.0 0.0 0.0
H -0.37306 -7.51828 0.24634 0.0 0.0 0.0
H -0.10066 5.96150 0.16989 -0.1 0.0 0.0
H -0.12786 -1.65335 -2.34445 0.2 0.3 0.1
H -2.02413 4.54323 -1.54500 0.0 0.0 0.0
H 1.36665 6.58520 -2.90112 0.0 0.0 0.0
H 3.86512 2.89656 -2.51311 0.0 0.0 0.0
H 2.58872 2.79843 -4.52266 0.0 0.0 0.0
H -0.03152 -5.25996 3.87262 0.0 0.0 0.0
H 2.65396 -2.07884 -2.97362 0.0 0.0 0.0
H -0.34791 6.24599 -2.61689 0.0 0.0 0.0
H -3.63402 -1.45841 5.44872 0.0 0.0 0.0
H -3.46408 4.02503 -0.63710 0.0 0.0 0.0
H -3.68578 1.64508 -4.01138 0.0 0.0 0.0
H 6.17409 2.02355 -2.70088 0.0 0.0 0.0
H -6.23116 2.22979 -0.61479 0.0 0.0 0.0
H 3.98828 2.36144 0.77720 0.0 0.0 0.0
H 3.58150 -6.21735 -2.46169 0.0 0.0 0.0
H 0.26872 6.36965 -4.26517 0.0 0.0 0.0
H 2.16443 5.19526 3.29466 -0.1 0.0 0.0
H 4.03422 2.92394 2.46626 0.0 -0.1 -0.1
H -4.84331 0.70719 0.70909 0.0 0.0 0.0
H -5.67658 2.69669 -2.98012 0.0 0.0 0.0
H 3.10489 1.48258 2.03699 0.0 0.0 0.0
H -4.79958 -3.84693 -3.41425 0.0 0.0 0.0
H -3.36932 4.12102 2.23103 0.0 -0.1 0.1
H 1.16618 -1.35014 4.59431 0.0 0.0 0.0
H 2.09407 1.51209 -1.55379 -0.1 0.0 0.0
H -2.82427 2.43530 2.21138 0.0 0.0 0.0
H 4.92071 -1.65875 -0.94579 0.0 0.0 0.0
H -0.52088 5.99875 1.90011 0.0 0.1 -0.2
H 3.50149 5.24550 0.44630 0.0 0.0 0.0
H -2.28941 0.10227 -2.69751 0.0 0.0 0.0
H 5.17396 -2.19708 3.40815 0.0 0.0 0.0
H -3.69385 -1.80154 -2.66157 0.0 0.0 0.0
H -0.08177 -3.14763 2.60512 0.0 0.0 0.0
H 6.67872 -0.27392 -1.91911 0.0 0.0 0.0
H -0.66091 1.88604 3.49184 0.0 0.0 0.0
H -2.99214 -3.61106 1.17576 0.0 0.0 0.0
H -1.97178 3.64845 3.19802 0.0 0.0 0.0
H -5.44132 -1.72249 3.76606 0.0 0.0 0.0
```
Positions in Å, forces in eV/Å.

Computed properties:
Frontier orbital gap (spin up / spin down) ... 5.8 / 5.0 eV
Total energy ... -179415.7094 eV
<S²> ... 8.7764
Net charge ... +2
2S+1 ... 6

Mulliken population analysis, charges in e, atoms 1 to 99: atom 1 (Rh): -1.63, atom 2 (Ge): 1.02, atom 3 (S): -0.25, atom 4 (P): 1.13, atom 5 (P): 1.57, atom 6 (Si): 0.63, atom 7 (Si): 0.36, atom 8 (Si): 0.92, atom 9 (Si): 0.18, atom 10 (N): 0.96, atom 11 (N): -0.04, atom 12 (C): -0.80, atom 13 (C): 0.04, atom 14 (C): -1.05, atom 15 (C): -0.13, atom 16 (C): -1.06, atom 17 (C): -0.27, atom 18 (C): -0.48, atom 19 (C): -1.05, atom 20 (C): 0.91, atom 21 (C): 1.36, atom 22 (C): 0.48, atom 23 (C): -0.58, atom 24 (C): -1.18, atom 25 (C): -1.26, atom 26 (C): -0.73, atom 27 (C): -0.92, atom 28 (C): -1.16, atom 29 (C): -0.57, atom 30 (C): -0.89, atom 31 (C): -0.98, atom 32 (C): -0.36, atom 33 (C): -0.97, atom 34 (C): -0.07, atom 35 (C): -0.05, atom 36 (C): 1.06, atom 37 (C): -1.00, atom 38 (C): 0.71, atom 39 (C): 1.70, atom 40 (C): -0.76, atom 41 (C): 0.93, atom 42 (C): -0.65, atom 43 (C): -0.83, atom 44 (C): -0.90, atom 45 (C): -0.91, atom 46 (C): -0.53, atom 47 (C): -0.97, atom 48 (C): -0.84, atom 49 (C): -0.22, atom 50 (C): 0.02, atom 51 (C): -0.58, atom 52 (C): -1.12, atom 53 (C): -0.59, atom 54 (C): -1.01, atom 55 (C): -0.93, atom 56 (C): -0.74, atom 57 (C): -0.35, atom 58 (C): -0.82, atom 59 (C): -0.91, atom 60 (C): -0.69, atom 61 (C): 0.02, atom 62 (C): -0.88, atom 63 (C): -0.77, atom 64 (C): -0.92, atom 65 (H): 0.34, atom 66 (H): 0.03, atom 67 (H): 0.50, atom 68 (H): 0.42, atom 69 (H): 0.64, atom 70 (H): 0.22, atom 71 (H): 0.51, atom 72 (H): 0.52, atom 73 (H): 0.45, atom 74 (H): 0.36, atom 75 (H): 0.50, atom 76 (H): 0.33, atom 77 (H): 0.44, atom 78 (H): 0.44, atom 79 (H): 0.32, atom 80 (H): -0.53, atom 81 (H): 0.70, atom 82 (H): 0.25, atom 83 (H): -0.03, atom 84 (H): 0.60, atom 85 (H): 0.29, atom 86 (H): 0.44, atom 87 (H): 0.43, atom 88 (H): -0.26, atom 89 (H): 0.59, atom 90 (H): 0.04, atom 91 (H): -0.16, atom 92 (H): 0.35, atom 93 (H): 0.33, atom 94 (H): 0.55, atom 95 (H): 0.32, atom 96 (H): 0.50, atom 97 (H): 0.48, atom 98 (H): 0.31, atom 99 (H): 0.46

---

[2]
Entry from OMol25: a structure of composition C6H8FeO6 in a non-equilibrium geometry (ωB97M-V/def2-TZVPD).

Structure (XYZ):
```
21
Properties=species:S:1:pos:R:3:forces:R:3
Fe 1.23806 -0.73631 -3.58163 0.3 -0.5 -1.5
O 0.90904 -0.46156 -1.66787 -0.9 1.2 0.8
O -3.23219 1.57680 -1.06218 0.4 -0.8 -2.7
O -1.48821 0.46448 -1.09990 6.2 -1.1 0.3
O -2.07222 1.61597 0.76710 1.2 1.9 0.8
O 2.07364 -2.12790 -2.44336 -0.3 0.7 0.1
O 2.28553 -1.65042 -0.29846 -0.4 -0.1 0.4
C 0.67039 -0.56060 1.16221 2.4 -4.0 -0.3
C -1.34957 0.76421 1.71005 -0.2 -0.2 -0.9
C 0.09370 0.62693 1.35983 -1.9 3.9 1.2
C 2.10796 -0.71347 0.78507 -0.4 0.3 -0.8
C -2.09300 1.43972 -0.49981 -3.4 -4.3 1.2
C 1.73686 -1.42451 -1.45713 1.3 -1.3 0.3
H 2.67779 -1.15881 1.60879 0.0 0.0 0.4
H 0.08976 -1.48421 1.25243 0.0 0.1 -0.1
H -0.41811 0.16777 -0.90269 -3.2 1.0 -1.1
H 0.66505 1.55436 1.25717 0.0 -0.1 -0.1
H -1.48882 1.28902 2.66051 0.2 0.0 0.3
H -1.87119 -0.19968 1.72996 0.0 0.2 0.1
H -3.10389 0.77315 -1.79649 -1.5 3.2 1.5
H 2.56939 0.24504 0.51639 0.1 -0.1 0.1
```
Positions in Å, forces in eV/Å.

Computed properties:
Frontier orbital gap (spin up / spin down) ... 10.5 / 6.5 eV
Total energy ... -52985.7842 eV
Energy above the lowest of the compared OMol25 structures with the same formula, charge and spin ... 0.0 kJ/mol
<S²> ... 8.7592
Net charge ... +3
2S+1 ... 6

From a natural (NBO) analysis of the wavefunction, the atomic charges in e read: atom 1 (Fe): 1.71, atom 2 (O): -0.87, atom 3 (O): -0.49, atom 4 (O): -0.69, atom 5 (O): -0.38, atom 6 (O): -0.65, atom 7 (O): -0.39, atom 8 (C): 0.11, atom 9 (C): -0.17, atom 10 (C): 0.08, atom 11 (C): -0.18, atom 12 (C): 1.06, atom 13 (C): 0.98, atom 14 (H): 0.35, atom 15 (H): 0.27, atom 16 (H): 0.54, atom 17 (H): 0.27, atom 18 (H): 0.34, atom 19 (H): 0.26, atom 20 (H): 0.56, atom 21 (H): 0.26